[1]
A structure of composition C32H28N2O3PPd, computed with ωB97M-V/def2-TZVPD.

Structure (XYZ):
```
67
Properties=species:S:1:pos:R:3:mulliken_charge:R:1
Pd 0.15257 -0.59000 -0.70721 0.2532
N -2.35719 -1.83268 0.61572 0.0012
P -1.26534 -0.59263 0.96325 1.9309
C -0.55682 -0.95118 2.57897 0.3891
C -1.34626 -0.82987 3.72666 -0.3411
C -0.82043 -1.14779 4.96605 -0.8234
C 0.49650 -1.58042 5.06621 -0.4860
C 1.28252 -1.69936 3.93064 -0.7608
C 0.76161 -1.39161 2.68098 -0.7608
C -2.22933 0.91458 1.14855 0.4614
C -1.76328 1.95235 1.95491 -0.3686
C -2.45646 3.15153 2.00404 -0.8218
C -3.60522 3.32153 1.24397 -0.5025
C -4.06137 2.29606 0.42485 -0.8282
C -3.37318 1.09448 0.37166 -0.5934
C -2.37686 -2.49178 -0.61113 0.2709
C -3.31070 -3.48975 -0.88384 -1.0213
C -3.27524 -4.08894 -2.12603 -0.2778
C -2.33144 -3.68527 -3.06396 -0.8827
C -1.44971 -2.68916 -2.70600 -0.3729
N -1.46956 -2.10831 -1.50262 0.2387
H -2.95339 -2.19665 1.34325 0.2804
H -2.36732 -0.47322 3.65262 0.4416
H -1.43158 -1.05392 5.85360 0.4241
H 0.90883 -1.82524 6.03634 0.3954
H 2.30683 -2.03712 4.01379 0.4607
H 1.37583 -1.49892 1.79806 0.4563
H -0.85896 1.82764 2.53709 0.5487
H -2.09834 3.95250 2.63669 0.4745
H -4.14931 4.25630 1.28967 0.4363
H -4.95643 2.43118 -0.16838 0.4587
H -3.72513 0.29557 -0.27061 0.3770
H -4.03995 -3.77993 -0.13956 0.4303
H -3.98503 -4.86949 -2.36597 0.4214
H -2.28111 -4.13500 -4.04429 0.4276
H -0.68550 -2.33155 -3.38525 0.4940
C -1.55313 3.16601 -2.65552 -1.6349
C -0.77264 2.32409 -1.69197 0.6654
O -0.85074 1.10051 -1.78079 -0.4621
C 0.03857 2.98373 -0.64135 0.5802
C 1.15418 2.33433 -0.11704 -0.4139
C 1.88268 2.91413 0.90673 -0.6182
C 1.49880 4.14897 1.41551 -0.4590
C 0.40288 4.81317 0.88065 -0.7525
C -0.31868 4.23847 -0.15357 -0.6117
H -1.94086 2.53741 -3.45208 0.3874
H -0.93798 3.96772 -3.06275 0.4262
H -2.39332 3.62630 -2.12953 0.3165
H 1.47345 1.38798 -0.53639 0.8546
H 2.75483 2.40977 1.30147 0.4710
H 2.06526 4.60135 2.21905 0.4286
H 0.11395 5.78232 1.26537 0.4738
H -1.17380 4.76137 -0.56108 0.4098
O 1.96830 -1.77470 -0.25028 -0.9061
C 2.37094 -1.46843 -1.40885 1.6487
O 1.58889 -0.79483 -2.16128 -0.8694
C 3.71167 -1.86478 -1.88202 0.1398
C 4.49393 -2.71061 -1.10043 -0.3051
C 5.75516 -3.07716 -1.53832 -0.6256
C 6.23395 -2.59458 -2.74989 -0.3866
C 5.45343 -1.75011 -3.52834 -0.6834
C 4.18847 -1.38576 -3.09837 -0.3153
H 4.10282 -3.07343 -0.15980 0.3981
H 6.36660 -3.73741 -0.93805 0.4007
H 7.22115 -2.87926 -3.08993 0.4044
H 5.83223 -1.37812 -4.47078 0.4006
H 3.56479 -0.73237 -3.69307 0.4066
```

Output
Charge: +1
Energy relative to the best compared isomer or geometry (same formula, charge and spin) in kJ/mol: 91.1

---

[2]
A structure of composition C6H2FN4O4, computed with ωB97M-V/def2-TZVPD.

Structure (XYZ):
```
17
Properties=species:S:1:pos:R:3:mulliken_charge:R:1
C -1.23207 -2.25027 0.21311 -0.5733
C 0.73773 -1.18367 0.14464 0.5545
C -0.41475 -0.44929 0.05870 0.8762
C 2.16441 -0.76866 0.19619 0.0125
C 1.64067 1.75738 -0.43167 0.4866
C -3.61825 0.60063 0.18480 0.8732
N 0.15871 -2.41369 0.14631 -0.6539
N -1.58550 -0.94131 0.13551 -0.2687
N 2.34861 0.60932 0.13585 -0.1908
N 0.40477 1.86839 -0.11141 -0.2764
O -3.10449 0.91936 -0.80598 -0.3898
O 3.14525 -1.46667 0.50105 -0.6613
O 2.38934 2.58932 -0.88486 -0.6605
O -4.18658 0.35835 1.16077 -0.4336
F -0.23449 2.99281 -0.71222 -0.2378
H -1.92485 -3.13086 0.04397 0.2982
H 3.31151 0.90885 0.02524 0.2448
```

Output
E in Ha: -849.633963
Charge: -1

---

[3]
A structure of composition C22H16Cl3CuF6N3O4PS2, computed with ωB97M-V/def2-TZVPD.

Structure (XYZ):
```
58
Properties=species:S:1:pos:R:3:mulliken_charge:R:1
Cu 0.60359 -1.01648 0.46085 0.9849
F 4.46828 -3.05731 3.61092 -0.2220
C 4.20365 -2.30612 2.55180 0.5864
F 5.24684 -1.52307 2.29455 -0.2108
F 3.98575 -3.09241 1.49583 -0.1947
S 2.71425 -1.25536 2.85848 0.9608
O 2.36594 -0.82336 1.50782 -0.6025
O 3.12888 -0.25162 3.77792 -0.6395
N 1.64926 -2.20414 3.50065 -0.4521
S 0.81014 -3.26815 2.69265 0.8349
O 1.44415 -4.53272 2.50649 -0.6082
O 0.11441 -2.70876 1.53721 -0.9480
C -0.53791 -3.51278 3.92110 0.5673
F -0.05854 -4.08692 5.01558 -0.2035
F -1.09015 -2.34303 4.23253 -0.2126
F -1.46025 -4.29910 3.37950 -0.2053
N -2.29936 -2.12493 -0.79504 -0.2624
C -2.43997 -1.19513 -1.79658 0.6813
C -3.28270 -1.50451 -2.87919 -0.6715
C -3.56498 -0.57910 -3.85748 -0.5860
C -3.01415 0.69976 -3.80380 -1.0049
C -2.15978 1.00860 -2.76547 -0.2717
C -1.84361 0.08288 -1.76277 0.1147
P -0.69172 0.56218 -0.44295 1.6375
C -1.69097 1.45761 0.79051 0.2573
C -2.90477 2.07023 0.49454 -0.3385
C -3.60051 2.74531 1.48797 -0.7116
C -3.08966 2.81438 2.77683 -0.4922
C -1.88225 2.20069 3.08072 -0.7237
C -1.19017 1.51618 2.09199 -0.4158
C 0.34116 1.84576 -1.22868 0.0258
C 0.99747 1.53387 -2.42132 -0.0693
C 1.88453 2.43361 -2.98914 -0.8928
C 2.13356 3.65122 -2.36764 -0.5660
C 1.49321 3.96134 -1.17776 -0.7061
C 0.60122 3.06190 -0.60615 -0.5075
H -2.54492 -3.07432 -1.01447 0.2685
H -1.56197 -2.03191 -0.11740 -0.1681
H -3.72458 -2.49421 -2.92401 0.3363
H -4.22831 -0.84813 -4.67093 0.3898
H -3.24608 1.43418 -4.56381 0.4181
H -1.70189 1.99046 -2.73088 0.5011
H -3.31196 2.01032 -0.50668 0.3849
H -4.54746 3.21668 1.25478 0.4047
H -3.63872 3.33657 3.55083 0.3747
H -1.48526 2.24303 4.08734 0.4442
H -0.25518 1.01722 2.32601 0.3658
H 0.80083 0.58348 -2.90771 0.7580
H 2.38433 2.18610 -3.91798 0.3814
H 2.82584 4.35464 -2.81298 0.4068
H 1.68662 4.90657 -0.68602 0.4226
H 0.10614 3.31213 0.32348 0.3666
Cl 4.40144 0.10835 -1.09978 -0.0586
C 3.87837 -1.25208 -2.09382 0.8522
Cl 3.78520 -0.76127 -3.79529 -0.1004
Cl 4.97732 -2.61579 -1.90083 -0.0875
C 2.53507 -1.65332 -1.66373 -0.1516
N 1.48033 -1.92921 -1.30860 -0.4410
```

Output
Energy relative to the best compared isomer or geometry (same formula, charge and spin) in kJ/mol: 7.6

---

Number 3 is which compound? C22H16Cl3CuF6N3O4PS2